(1)
64
Properties=species:S:1:pos:R:3:forces:R:3:nbo_charge:R:1 method="wB97M-V/def2-TZVPD" e_homo_ev=-13.2 relative_energy_kj_mol=0.0 orbital_gap_ev=10.8107 mol_weight_g_mol=507.71 charge=+1 e_tot_ev=-86421.4367 max_force_ev_per_a=4.289
K -1.9647 -0.0451 0.0327 -0.1 -0.2 0.1 0.950
C -3.8983 3.1233 -0.5251 -0.4 1.0 0.2 -0.251
O -2.9677 2.4724 0.3067 1.1 -0.4 0.1 -0.738
H -4.8711 2.7068 -0.2637 -0.1 0.3 -0.5 0.189
H -3.8078 4.1762 -0.2579 -0.9 0.2 -0.1 0.173
H -3.6613 3.1118 -1.5889 -0.1 -0.7 -0.1 0.177
H -2.3496 3.1729 0.5279 0.1 -0.4 0.3 0.460
C 0.7892 1.9850 2.2367 1.0 -1.0 2.1 -0.254
O -0.1655 1.8997 1.2562 -1.2 0.4 -1.5 -0.723
H 1.0241 0.9568 2.5117 0.4 -0.1 -0.3 0.186
H 1.7094 2.5096 1.9796 0.0 0.1 -0.2 0.164
H 0.3944 2.3536 3.1836 -0.1 0.5 0.0 0.177
H -0.5347 2.7750 1.1181 0.1 0.0 0.0 0.456
C -4.5659 -0.6951 2.3401 -1.0 -0.3 0.1 -0.271
O -4.5463 -0.6247 0.8933 0.7 -0.3 0.7 -0.764
H -4.0880 -1.5837 2.7525 0.8 0.1 -0.8 0.204
H -4.1599 0.1993 2.8127 0.0 0.0 -0.1 0.173
H -5.5736 -0.8972 2.7031 -0.3 0.6 -0.1 0.184
H -5.3119 -0.1516 0.5591 -0.1 0.0 0.3 0.482
O 0.4809 -0.5782 -0.6100 1.0 -0.4 -0.5 -0.955
S 1.9212 -0.6069 -0.6515 1.1 1.7 0.1 2.317
O 2.6194 -1.1609 0.5097 -0.7 0.7 -2.1 -0.907
O 2.3416 -1.3066 -2.0654 -0.6 0.8 1.6 -0.709
C 3.7482 -1.3140 -2.3963 0.6 -2.0 -0.7 -0.092
C 3.7904 -1.8862 -3.7973 -0.2 0.2 -1.4 -0.637
C 2.5703 1.1788 -1.0318 -0.8 -1.2 0.7 -0.833
H 4.2343 -2.0456 -1.7509 0.1 0.5 0.4 0.209
H 4.2436 -0.3431 -2.3918 -0.4 0.1 0.4 0.198
H 3.3361 -2.8594 -3.9831 -0.5 0.0 0.8 0.228
H 4.7581 -2.0572 -4.2689 0.5 0.6 0.6 0.243
H 3.2734 -1.1777 -4.4445 -0.1 0.0 -0.2 0.202
H 2.5979 1.4204 -2.0943 0.3 -0.7 -0.1 0.245
H 3.5290 1.2541 -0.5185 -0.1 0.1 -0.2 0.248
H 1.8336 1.8903 -0.6587 0.0 -0.4 0.6 0.253
O -1.3955 -2.3903 4.6900 1.9 2.6 -2.6 -0.904
S -0.6253 -1.4789 3.7737 0.8 -2.5 3.4 2.308
O -1.1308 -1.1293 2.4838 -0.4 0.5 0.1 -0.953
O -0.2480 -0.1136 4.5903 -0.4 -0.5 -1.3 -0.730
C -0.1062 -0.2014 6.0371 -1.0 -0.2 0.2 -0.065
C 0.4142 1.1132 6.5947 0.1 -0.5 -0.8 -0.629
C 1.1027 -2.1460 3.4913 -1.6 0.7 1.0 -0.828
H 0.4876 -1.0865 6.2651 0.2 0.2 0.2 0.188
H -1.1195 -0.3799 6.3971 0.1 -0.1 0.3 0.202
H 0.4936 1.0268 7.6784 0.1 0.1 -0.1 0.237
H -0.2630 1.9259 6.3320 -0.1 0.0 0.1 0.220
H 1.3825 1.3373 6.1472 0.1 0.1 0.2 0.213
H 0.9904 -3.2053 3.2599 0.1 0.3 -0.6 0.257
H 1.6407 -2.0794 4.4369 -0.1 0.1 0.0 0.236
H 1.5409 -1.4557 2.7705 0.0 -0.6 -0.3 0.257
O -2.1546 -1.1882 -2.7028 1.2 0.6 -2.1 -0.932
S -1.4306 -1.2777 -3.9800 1.0 -0.4 0.1 2.323
O -2.1225 -1.4743 -5.2431 0.7 0.7 1.7 -0.886
O -0.3924 0.0441 -4.0823 -2.0 -1.7 1.4 -0.717
C 0.3925 0.2834 -5.2400 0.0 0.7 -0.7 -0.073
C 1.0723 1.6219 -4.9589 0.6 -0.4 0.1 -0.622
C -0.2011 -2.5936 -3.7947 0.0 0.1 -0.1 -0.883
H -0.2520 0.3002 -6.1189 0.0 0.0 0.0 0.205
H 1.1786 -0.4602 -5.3705 -0.2 -0.4 0.0 0.172
H 2.0056 1.3752 -4.4529 0.1 0.2 0.2 0.192
H 0.4824 2.2358 -4.2783 -0.1 0.1 -0.3 0.226
H 1.3645 2.1685 -5.8556 -0.3 0.0 0.0 0.233
H 0.3871 -2.7013 -4.7060 -0.3 0.1 -0.2 0.245
H -0.7325 -3.5246 -3.5977 -0.1 0.1 -0.1 0.261
H 0.5097 -2.3988 -2.9916 -0.4 0.3 0.1 0.263

(2)
83
Properties=species:S:1:pos:R:3:forces:R:3:mulliken_charge:R:1 method="wB97M-V/def2-TZVPD" e_homo_ev=-10.9 relative_energy_kj_mol=102.1 orbital_gap_ev=7.1448 mol_weight_g_mol=1188.14 charge=+1 e_tot_ev=-226088.7636 max_force_ev_per_a=1.126
Au 1.1957 -0.7991 -0.7784 -0.7 -0.1 0.8 2.180
F 0.5378 -0.6357 1.7450 0.0 0.0 0.0 -0.054
C -0.1679 0.0204 2.6997 -0.1 0.1 -0.1 -1.159
C -1.1412 0.9377 2.3596 0.2 0.0 0.0 0.134
C -1.7731 1.5693 3.4207 0.1 0.0 0.0 0.793
F -2.6846 2.5221 3.1925 0.0 0.0 -0.1 -0.384
C -1.4805 1.2869 4.7406 -0.1 0.0 0.1 0.207
F -2.1099 1.9085 5.7293 0.0 0.0 0.0 -0.293
C -0.5109 0.3460 5.0298 0.0 0.0 0.2 0.639
F -0.2151 0.0598 6.2885 0.0 0.0 0.0 -0.295
C 0.1565 -0.2899 4.0029 0.1 -0.1 0.0 0.049
F 1.0998 -1.1910 4.2771 0.0 0.0 0.0 -0.301
Ge -1.6623 1.4117 0.5209 -0.2 0.0 0.1 0.808
S -1.1277 0.0552 -1.0742 0.1 0.2 -0.2 -0.669
C -3.6254 1.2461 0.6404 0.0 -0.1 0.1 -0.703
C -4.1234 -0.0059 0.9696 0.0 0.0 -0.1 0.170
F -3.2825 -1.0277 1.2541 0.1 0.1 -0.1 -0.250
C -5.4702 -0.2942 1.0338 0.0 -0.1 0.0 0.048
F -5.8912 -1.5300 1.3132 0.0 0.0 0.0 -0.308
C -6.3832 0.7127 0.7912 -0.2 0.0 0.0 0.797
F -7.6829 0.4581 0.8330 0.0 0.0 0.0 -0.293
C -5.9336 1.9861 0.5056 -0.1 0.1 -0.1 0.045
F -6.8120 2.9604 0.2953 0.0 0.0 0.0 -0.282
C -4.5754 2.2331 0.4362 0.1 0.1 0.0 0.459
F -4.2153 3.4976 0.1885 0.1 0.0 0.0 -0.269
C -1.1318 3.2623 0.2221 -0.1 0.2 -0.1 0.135
C -1.6238 3.8940 -0.9135 0.0 -0.1 0.0 -0.113
F -2.2990 3.1887 -1.8281 -0.1 -0.1 0.1 -0.398
C -1.4666 5.2421 -1.1457 0.0 0.1 -0.1 0.378
F -1.9652 5.8161 -2.2361 0.0 0.0 0.0 -0.300
C -0.7747 6.0021 -0.2221 0.0 0.2 0.0 0.539
F -0.6098 7.3006 -0.4264 0.0 0.0 0.0 -0.300
C -0.2377 5.4089 0.9025 0.1 0.0 0.1 0.352
F 0.4509 6.1438 1.7729 0.0 0.0 0.0 -0.316
C -0.4150 4.0536 1.1060 0.0 -0.1 -0.1 0.354
F 0.1584 3.5349 2.2003 -0.1 -0.1 0.0 -0.359
Br 3.3499 -1.9484 -6.8975 0.1 0.0 -0.2 -0.162
C 2.6906 -1.7148 -5.1530 0.0 0.0 0.1 -0.155
C 1.9152 -0.6046 -4.8643 0.0 0.0 0.0 -0.600
C 1.4313 -0.4154 -3.5723 -0.1 0.1 -0.3 -1.138
C 1.7546 -1.3508 -2.6164 0.4 -0.8 0.6 0.707
C 2.5012 -2.4866 -2.8886 0.0 0.1 -0.6 0.002
C 2.9780 -2.6655 -4.1828 -0.1 0.1 0.1 -0.741
H 1.6737 0.1107 -5.6388 0.0 0.0 0.0 0.473
H 0.7946 0.4341 -3.3483 0.1 0.0 0.0 0.327
H 2.7192 -3.2230 -2.1321 0.1 0.0 -0.1 0.287
H 3.5718 -3.5357 -4.4295 0.0 0.0 0.0 0.469
N 5.0234 4.3125 0.7164 -0.1 -0.2 -0.1 -0.482
C 4.2609 3.2358 0.4019 0.1 0.2 0.0 1.253
C 4.3751 2.0285 1.1032 0.1 -0.1 0.1 -0.933
C 3.5777 0.9670 0.7502 -0.1 -0.1 -0.1 -0.609
N 2.6756 1.0054 -0.2428 0.0 0.5 0.0 -0.081
C 2.5744 2.1643 -0.9187 0.0 -0.1 0.1 -0.476
C 3.3296 3.2784 -0.6459 0.0 0.0 0.0 -0.756
H 5.6526 4.2874 1.4972 0.0 0.0 0.0 0.187
H 4.8969 5.1886 0.2459 0.0 0.0 0.0 0.197
H 5.0826 1.9262 1.9169 0.0 0.0 0.0 0.350
H 3.6498 0.0314 1.2967 0.0 0.0 0.0 0.421
H 1.8410 2.1921 -1.7180 0.0 0.0 0.0 0.268
H 3.2008 4.1779 -1.2354 0.0 0.0 0.0 0.372
C -2.9106 -3.7145 -0.9267 0.2 -0.1 0.0 -0.798
N -1.4403 -4.0067 -0.9171 0.0 0.3 -0.1 0.047
C -0.8229 -3.6296 -2.2301 -0.1 -0.1 0.1 -0.715
C -0.7814 -3.2961 0.2505 0.1 0.1 0.0 -0.369
C 0.6917 -3.5755 0.3753 0.0 0.1 -0.1 1.201
C 1.0945 -4.8176 0.8681 0.0 -0.1 0.1 -0.686
C 2.4348 -5.1343 1.0248 -0.1 0.0 0.0 -0.905
C 3.4018 -4.1947 0.6916 0.0 0.1 0.0 -0.714
C 3.0207 -2.9536 0.1932 -0.2 -0.2 0.3 -0.382
C 1.6686 -2.6356 0.0385 0.7 0.0 -0.9 -0.565
H -3.3877 -4.3378 -1.6781 0.0 0.0 0.0 0.365
H -3.0337 -2.6611 -1.1676 0.0 0.0 0.0 0.294
H -3.3248 -3.9190 0.0567 0.0 0.0 0.0 0.379
H -1.3027 -5.0071 -0.7870 0.0 -0.1 0.0 0.415
H -0.9056 -2.5514 -2.3377 0.0 0.0 0.0 0.203
H -1.3611 -4.1401 -3.0258 0.0 0.0 0.0 0.440
H 0.2223 -3.9220 -2.2297 0.0 0.0 0.0 0.351
H -1.3132 -3.6236 1.1439 0.0 0.0 0.0 0.749
H -0.9798 -2.2399 0.0848 -0.1 0.1 0.0 -0.510
H 0.3392 -5.5488 1.1480 0.0 0.0 0.0 0.492
H 2.7230 -6.1022 1.4134 0.0 0.0 0.0 0.438
H 4.4535 -4.4294 0.8094 -0.1 0.0 0.0 0.462
H 3.7861 -2.2404 -0.0890 0.0 0.0 0.0 0.586

(3)
5
Properties=species:S:1:pos:R:3:forces:R:3:nbo_charge:R:1 method="wB97M-V/def2-TZVPD" e_homo_ev="-9.8 / -9.7" relative_energy_kj_mol=400.3 orbital_gap_ev="7.7623 / 10.2679" mol_weight_g_mol=50.00 e_tot_ev=-11380.1279 max_force_ev_per_a=3.806
O 0.6916 0.1268 0.1135 3.8 -0.5 -0.2 -0.906
P -0.7526 -0.0508 0.2113 -2.5 1.6 -0.2 1.032
H 2.3076 -1.4477 0.0079 0.1 -0.1 0.0 0.006
H -1.0166 1.2498 0.8076 -1.0 -0.7 0.0 -0.056
H -1.2300 0.1219 -1.1403 -0.4 -0.3 0.4 -0.076

(4)
68
Properties=species:S:1:pos:R:3:forces:R:3:nbo_charge:R:1 method="wB97M-V/def2-TZVPD" e_homo_ev=-14.5 relative_energy_kj_mol=0.0 orbital_gap_ev=7.4115 mol_weight_g_mol=873.42 charge=+2 e_tot_ev=-78108.0934 max_force_ev_per_a=0.602
W -0.0010 0.1423 -0.3829 -0.2 -0.2 -0.3 2.154
O 0.6413 -0.0968 -4.4312 0.0 0.0 0.0 -0.454
C 0.4982 -0.4326 -3.3037 -0.1 0.5 0.1 0.765
O -0.0370 0.3490 -2.3355 0.0 -0.1 -0.3 -0.736
C 0.8176 -1.7543 -2.7240 0.1 -0.2 -0.1 0.085
C 1.2585 -2.8721 -3.3954 0.1 -0.1 -0.1 -0.157
C 1.4673 -4.0334 -2.6583 0.0 -0.1 0.0 -0.106
C 1.2317 -4.0347 -1.2871 0.1 -0.2 -0.1 -0.160
C 0.8145 -2.8597 -0.7029 0.1 -0.2 -0.2 0.093
N 0.6122 -1.7695 -1.4213 -0.1 0.4 0.4 -0.405
C 0.5074 -2.6271 0.7264 -0.3 0.4 0.2 0.763
O 0.3088 -3.4675 1.5444 0.1 -0.1 0.1 -0.482
O 0.4195 -1.3055 0.9495 -0.2 -0.1 0.2 -0.744
H 1.4258 -2.8193 -4.4630 0.0 0.0 0.0 0.276
H 1.8092 -4.9345 -3.1507 0.0 0.0 0.0 0.262
H 1.3739 -4.9144 -0.6733 0.0 0.0 0.0 0.275
O -5.0932 -3.6137 3.8946 0.2 -0.1 0.0 -0.313
N -4.9615 -3.3727 2.7222 -0.5 0.2 0.0 0.517
O -5.6391 -3.8323 1.8247 0.2 -0.1 0.0 -0.358
C -3.9597 -2.3442 2.3528 0.0 -0.3 -0.2 0.131
C -3.6474 -1.4517 3.3038 0.1 0.2 0.1 -0.131
C -2.7210 -0.3912 3.0260 -0.2 -0.1 0.3 -0.092
C -2.4402 0.6560 3.9207 -0.1 0.0 0.1 -0.071
C -1.5846 1.6530 3.5323 0.0 0.1 0.0 -0.216
C -0.9616 1.5776 2.2848 -0.1 0.0 0.2 0.126
N -1.1892 0.5729 1.4577 0.3 0.0 -0.1 -0.462
C -2.0817 -0.3801 1.8020 0.0 0.1 -0.1 0.258
C -2.4289 -1.3265 0.8000 0.1 0.1 -0.2 0.242
N -1.8244 -1.1513 -0.4030 0.3 0.2 -0.1 -0.487
C -2.2419 -1.8461 -1.4493 -0.2 -0.1 0.0 0.102
C -3.2094 -2.8357 -1.3179 0.0 0.0 -0.1 -0.226
C -3.7618 -3.0963 -0.0883 0.0 0.0 0.1 -0.055
C -3.4024 -2.2955 1.0176 -0.3 -0.2 0.1 -0.114
H -4.1140 -1.5252 4.2773 0.0 0.0 0.0 0.278
H -2.9187 0.6797 4.8917 0.0 0.0 0.0 0.256
H -1.3678 2.4928 4.1757 0.0 0.0 0.0 0.260
H -0.2626 2.3334 1.9636 0.0 0.0 0.0 0.242
H -1.8050 -1.6101 -2.4075 0.0 0.0 0.0 0.233
H -3.5155 -3.3907 -2.1931 0.0 0.0 0.0 0.263
H -4.4949 -3.8778 0.0265 0.0 0.0 0.0 0.284
F -2.1272 5.2100 -3.6916 0.0 0.1 0.0 -0.294
C -2.2412 4.1099 -2.9588 0.0 0.0 0.1 0.983
F -3.2448 4.2807 -2.0856 -0.1 0.0 0.0 -0.308
F -2.5766 3.1006 -3.7657 0.0 -0.1 -0.1 -0.302
C -0.9605 3.8074 -2.2190 0.2 0.3 0.0 -0.196
C 0.1549 4.6092 -2.3249 0.1 0.0 0.0 -0.046
C 1.3280 4.2673 -1.6400 0.0 0.1 -0.1 -0.247
C 1.3601 3.1146 -0.9044 -0.1 0.0 0.0 0.086
N 0.2609 2.3437 -0.7867 0.3 -0.3 0.2 -0.523
C -0.8678 2.6938 -1.3954 -0.6 0.0 0.0 0.142
S -2.0848 1.5299 -1.0277 0.0 -0.3 0.0 0.159
H 0.1205 5.4962 -2.9444 0.0 0.0 0.0 0.266
H 2.2084 4.8904 -1.6924 0.0 0.0 0.0 0.259
H 2.2552 2.8169 -0.3818 0.0 0.0 0.0 0.223
O 1.2929 0.9216 1.0958 0.4 0.2 0.2 -0.642
C 2.3495 0.6652 0.4230 -0.1 -0.1 -0.1 0.806
O 2.0451 0.2300 -0.7521 0.2 0.0 -0.1 -0.667
C 3.6983 0.8527 0.8879 -0.1 0.0 0.0 -0.177
C 3.9280 1.2208 2.2163 0.0 0.0 0.1 -0.145
C 5.2272 1.4024 2.6493 0.0 0.0 0.0 -0.205
C 6.2816 1.2215 1.7591 0.0 0.0 0.0 -0.116
C 6.0521 0.8560 0.4369 0.0 0.0 0.0 -0.206
C 4.7571 0.6667 -0.0053 0.1 0.0 -0.1 -0.148
H 3.0952 1.3484 2.8955 0.0 0.0 0.0 0.234
H 5.4257 1.6819 3.6750 0.0 0.0 0.0 0.244
H 7.2983 1.3657 2.1024 0.0 0.0 0.0 0.243
H 6.8839 0.7205 -0.2410 0.0 0.0 0.0 0.244
H 4.5587 0.3816 -1.0304 0.0 0.0 0.0 0.237

(5)
90
Properties=species:S:1:pos:R:3:forces:R:3:lowdin_spin:R:1 method="wB97M-V/def2-TZVPD" e_homo_ev="-12.8 / -12.8" relative_energy_kj_mol=39.8 orbital_gap_ev="6.1988 / 4.8462" mol_weight_g_mol=751.23 charge=+2 e_tot_ev=-78832.0861 max_force_ev_per_a=0.707 multiplicity=3
Mo -1.2836 0.0953 0.4218 0.3 -0.5 -0.4 1.515
C -2.5470 2.4068 3.0795 0.1 -0.1 0.0 0.009
C -2.6931 1.4727 1.9205 0.0 0.1 0.0 0.034
C -2.6204 1.9778 0.5988 -0.3 0.2 0.1 -0.004
C -3.2095 1.2597 -0.4883 0.1 0.1 0.1 0.003
C -3.3979 1.9244 -1.8125 0.1 0.0 0.0 0.002
C -3.5474 -0.0708 -0.2713 -0.2 0.1 0.0 -0.013
C -3.4060 -0.6944 1.0019 -0.2 0.1 0.0 0.021
C -3.9752 -2.0712 1.1820 0.0 0.0 0.0 0.006
C -3.0180 0.1194 2.0962 -0.1 0.0 -0.1 0.009
H -3.5282 2.8637 3.2364 0.0 0.0 0.0 0.002
H -1.8325 3.2013 2.8792 0.0 0.0 0.0 0.000
H -2.2667 1.8913 3.9956 0.0 0.0 0.0 0.000
H -2.3819 3.0228 0.4692 0.0 0.0 0.0 0.001
H -4.2273 2.6310 -1.7313 0.0 0.0 0.0 0.000
H -3.6386 1.2036 -2.5916 0.0 0.0 0.0 0.000
H -2.5067 2.4821 -2.1010 0.0 0.0 0.0 0.000
H -3.9517 -0.6605 -1.0865 0.1 0.0 0.0 0.001
H -5.0579 -2.0016 1.0585 0.0 0.0 0.0 0.001
H -3.7791 -2.4769 2.1688 0.0 0.0 0.0 0.000
H -3.6023 -2.7607 0.4249 0.0 0.0 0.0 0.001
H -3.0585 -0.2899 3.0996 0.1 0.0 0.0 0.002
C -1.0953 -2.8803 2.4955 0.1 0.0 0.0 0.002
P 0.0038 -1.6053 1.8054 0.0 -0.2 0.3 0.026
C 1.1429 -2.6112 0.8242 0.0 0.1 0.1 0.007
C 0.9452 -1.1496 3.2904 0.1 -0.2 0.0 0.007
H -0.4736 -3.5989 3.0327 0.0 0.0 0.0 0.000
H -1.6170 -3.4057 1.6988 0.0 0.0 0.0 0.000
H -1.8131 -2.4583 3.1956 0.0 0.0 0.0 0.000
H 1.5134 -3.4006 1.4810 0.0 0.0 0.0 0.000
H 1.9816 -2.0217 0.4593 0.0 0.0 0.0 0.000
H 0.6256 -3.0549 -0.0252 0.0 0.0 0.1 0.000
H 1.5382 -2.0198 3.5793 0.0 0.0 0.0 0.000
H 0.2617 -0.9112 4.1061 0.0 0.0 0.0 0.000
H 1.6099 -0.3114 3.1231 0.1 -0.1 -0.1 0.000
C 1.4007 4.1544 4.3949 0.0 0.0 0.0 0.007
C 1.6192 4.7627 3.1681 0.0 0.0 0.0 0.002
C 1.3882 4.0626 1.9927 -0.1 0.0 0.0 0.010
C 0.9390 2.7335 2.0268 0.0 0.1 0.0 0.037
C 0.7176 2.1464 3.2749 -0.1 -0.1 0.1 0.012
C 0.9449 2.8437 4.4498 0.0 0.0 -0.1 0.000
Si 0.8888 1.8583 0.3899 0.1 0.5 0.0 0.127
C 2.2929 0.6717 0.1492 -0.1 -0.1 -0.1 0.041
C 2.4995 0.0367 -1.0847 0.0 0.0 0.0 0.016
C 3.6299 -0.7293 -1.3132 0.0 0.1 0.1 0.000
C 4.5759 -0.8808 -0.3053 0.0 0.0 0.0 0.018
C 4.4007 -0.2459 0.9156 0.0 0.0 0.0 0.000
C 3.2709 0.5281 1.1404 0.0 0.0 0.0 0.018
C 0.8177 3.0795 -1.0034 -0.1 0.0 0.0 0.003
C 1.8785 3.1537 -1.9119 0.0 0.0 0.0 0.003
C 1.9001 4.1248 -2.9060 0.0 -0.1 0.0 0.000
C 0.8638 5.0359 -3.0115 0.0 0.0 0.0 0.003
C -0.1896 4.9945 -2.1054 0.0 0.0 0.0 0.000
C -0.2033 4.0308 -1.1134 0.0 0.0 0.0 0.002
H 1.5844 4.7014 5.3096 0.0 0.0 0.0 0.000
H 1.9726 5.7834 3.1244 0.0 0.0 0.0 0.000
H 1.5639 4.5543 1.0450 0.0 0.0 0.0 0.000
H 0.3478 1.1311 3.3355 -0.1 0.2 0.0 0.004
H 0.7704 2.3730 5.4078 0.0 0.0 0.0 0.000
H 1.7893 0.1836 -1.8895 0.1 0.0 0.0 0.001
H 3.7875 -1.1966 -2.2764 0.0 0.0 0.0 0.000
H 5.4629 -1.4741 -0.4821 0.0 0.0 0.0 0.001
H 5.1560 -0.3343 1.6847 0.0 0.0 0.0 0.000
H 3.1726 1.0579 2.0799 0.0 0.0 0.1 0.001
H 2.7114 2.4682 -1.8416 0.0 0.0 0.0 0.000
H 2.7341 4.1708 -3.5923 0.0 0.0 0.0 0.000
H 0.8822 5.7903 -3.7858 0.0 0.0 0.0 0.000
H -0.9852 5.7242 -2.1668 0.0 0.0 0.0 0.000
H -1.0099 4.0470 -0.3943 0.0 0.0 0.0 0.000
C -1.6877 -4.9236 -3.8654 0.0 0.0 0.0 0.000
C -0.3606 -4.6396 -3.2246 0.0 -0.1 0.0 0.000
C 0.4474 -5.6618 -2.7526 0.0 0.0 0.0 0.000
C 1.6829 -5.3917 -2.1765 0.1 0.0 0.0 0.000
Cl 2.6552 -6.6981 -1.5867 0.0 0.0 0.0 0.000
C 2.1398 -4.0932 -2.0698 -0.1 -0.1 -0.1 0.000
C 1.3416 -3.0538 -2.5363 0.0 -0.1 -0.1 0.000
C 0.1102 -3.3313 -3.1009 -0.1 0.1 0.0 0.000
O -0.7503 -2.3543 -3.5831 0.1 -0.1 0.0 0.000
C -0.4207 -1.0264 -3.3487 0.0 0.0 0.0 0.003
C -0.6557 -0.6300 -1.9180 0.0 0.1 0.1 0.031
O -0.5810 0.5899 -1.5505 0.1 -0.1 0.0 0.007
O -0.9720 -1.4549 -1.0125 -0.3 0.0 0.2 0.017
H -1.9406 -5.9764 -3.7684 0.0 0.0 0.0 0.000
H -1.6673 -4.6738 -4.9265 0.0 0.0 0.0 0.000
H -2.4825 -4.3305 -3.4138 0.0 0.0 0.0 0.000
H 0.1133 -6.6872 -2.8351 0.0 0.0 0.0 0.000
H 3.1068 -3.8909 -1.6302 0.0 0.0 0.0 0.000
H 1.7089 -2.0436 -2.4376 -0.1 0.0 0.0 0.000
H -1.0678 -0.3966 -3.9653 0.0 -0.1 0.0 0.001
H 0.6107 -0.7705 -3.6198 0.0 0.0 0.0 0.001